ORCA calculation (wB97M-V/def2-TZVPD) on C31H28BF7O2S as an isolated structure.

The geometry in XYZ format:
```
70
Properties=species:S:1:pos:R:3:nbo_charge:R:1
S -1.50471 3.38232 -0.06494 0.4239
F -0.07241 -5.05099 3.19729 -0.3366
F 5.16804 2.28127 -2.91753 -0.3213
F 4.01518 0.41483 -3.17642 -0.3257
F 3.33053 2.26899 -4.14282 -0.3245
F 4.24756 4.96315 0.91982 -0.3249
F 4.03864 3.32198 2.38185 -0.3266
F 2.38699 4.75613 2.09142 -0.3222
O -1.44986 -0.96757 1.78573 -0.7773
O -1.47556 -2.43725 -0.12528 -0.8018
C -2.71724 3.56064 -1.28445 -0.1701
C 2.91281 -1.44789 -0.76810 -0.2158
C 1.60194 -1.89210 -0.49635 -0.0330
C 0.56626 -1.63651 4.25858 -0.1647
C 0.99892 -1.80167 1.86984 0.0394
C -1.16627 2.06294 -2.23641 -0.2108
C -2.39700 2.77127 -2.38711 -0.2710
C 3.76183 -2.15232 -1.62798 -0.2040
C 0.43069 -3.76439 3.18439 0.4209
C -0.46569 2.37641 -1.08214 -0.2253
C 1.49897 2.70622 0.42182 -0.1177
C -3.50010 -1.23779 0.49442 -0.1191
C 2.04040 -3.79404 -1.98656 -0.2270
C 0.95604 -3.23390 2.00603 -0.3473
C -4.75008 -0.54354 -0.01295 -0.6047
C 0.96322 -1.04617 3.08072 -0.2339
C -2.57397 -1.59355 -0.67917 -0.0426
C 0.90847 2.14893 -0.74724 -0.0769
C 3.09022 2.08235 -1.76782 -0.1552
C -3.88836 4.47462 -1.14674 -0.6450
C 3.32612 -3.31577 -2.26801 -0.2257
C 0.19135 -2.98320 4.32241 -0.3258
C 3.35625 4.04852 1.43296 0.9794
C 0.76572 -1.17441 0.52837 -0.5623
C -2.69538 -0.32441 1.43900 -0.0416
C 3.61645 2.85727 -0.73954 -0.1724
C 1.19798 -3.08884 -1.10969 -0.1829
C 1.77879 1.63057 -1.73085 -0.0925
C -3.95020 -2.49975 1.22065 -0.5999
C 2.80367 3.15720 0.35053 -0.1560
C 3.90287 1.77630 -2.99582 0.9795
B -0.82739 -1.84371 0.91354 1.2836
H 1.39356 0.98593 -2.52667 0.2320
H 1.13819 -3.88604 1.16012 0.2580
H 1.67430 -4.69875 -2.47523 0.2117
H -0.29924 -3.39614 5.19795 0.2327
H 0.82573 -0.09410 0.47529 0.2419
H 3.29483 -0.56844 -0.23217 0.2079
H -4.36443 4.69570 -2.10696 0.2336
H -3.54586 5.41262 -0.70899 0.2292
H -4.54226 0.38449 -0.56857 0.2133
H 0.92127 2.85438 1.32626 0.2313
H 4.64377 3.21626 -0.78594 0.2534
H -3.09504 -3.06632 1.59924 0.2275
H 4.78739 -1.78788 -1.79332 0.2165
H -4.49922 -3.11032 0.50677 0.2086
H -3.02115 2.76086 -3.28193 0.2291
H -2.11370 -0.67778 -1.11317 0.1897
H -3.11437 -2.17055 -1.44695 0.2010
H -4.66132 4.06437 -0.48104 0.2286
H -5.40226 -0.31455 0.84702 0.2155
H 0.54612 -1.03332 5.17211 0.2173
H 3.96045 -3.81761 -2.98943 0.2139
H -5.27924 -1.23618 -0.68108 0.2134
H -3.25683 -0.13323 2.36889 0.1898
H -0.76783 1.38841 -2.99169 0.2269
H -4.59933 -2.20020 2.04628 0.2087
H -2.45678 0.65036 0.96987 0.1822
H 1.21260 0.01904 3.01241 0.2160
H 0.19899 -3.45311 -0.90449 0.2276
```

- HOMO (eV) = -7.9632
- F_max (eV Å⁻¹) = 4.82
- Kohn-Sham gap (eV) = 7.4
- LUMO level (eV) = -0.60


ORCA calculation (wB97M-V/def2-TZVPD) on a 2-piece molecular cluster, C5H4O2 overall.

The geometry in XYZ format:
```
11
Properties=species:S:1:pos:R:3:nbo_charge:R:1
O -0.80926 2.38086 1.22710 -0.4906
O 2.27532 1.47863 -0.29588 -0.4693
C -0.31903 1.73057 0.43968 0.5296
C 1.58474 0.55132 -0.12174 0.7137
C 1.07300 -0.66236 0.07794 -0.5760
C -1.31262 -0.53271 -0.63875 -0.4171
C -0.32357 -1.08406 0.07513 -0.1830
H 1.85662 -1.35885 0.36114 0.2720
H -2.34819 -0.80947 -0.47287 0.2075
H -0.55767 -1.89925 0.75978 0.2125
H -1.11934 0.20531 -1.41152 0.2007
```

- HOMO (eV) = -8.5502
- F_max (eV Å⁻¹) = 1.79
- Kohn-Sham gap (eV) = 9.2
- LUMO level (eV) = 0.62


ORCA calculation (wB97M-V/def2-TZVPD) on one molecule with the formula C4H8N2O.

The geometry in XYZ format:
```
15
Properties=species:S:1:pos:R:3:nbo_charge:R:1
O 2.00184 0.26936 -0.40541 -0.6170
N -0.32663 1.57682 0.66695 -0.8608
N 0.31228 -1.12854 0.25116 -0.6067
C -2.12859 -0.84405 -0.10818 -0.4915
C -0.87742 -0.39622 -0.12289 0.1868
C 1.59810 -0.76430 0.11082 0.5403
C -0.51072 0.98750 -0.54444 -0.2978
H -2.41238 -1.90435 0.19342 0.2106
H 0.21338 -2.04177 0.77060 0.3973
H -1.39689 1.25057 -1.31617 0.1415
H 0.50411 2.28647 0.69461 0.3888
H -1.14221 1.74473 1.32982 0.3828
H -2.90662 -0.11936 -0.51891 0.2221
H 2.18831 -1.49347 0.62538 0.1164
H 0.54982 1.08676 -0.97410 0.2872
```

- HOMO (eV) = -8.6529
- F_max (eV Å⁻¹) = 6.41
- Kohn-Sham gap (eV) = 9.5
- LUMO level (eV) = 0.85


ORCA calculation (wB97M-V/def2-TZVPD) on a 2-piece molecular cluster, C2H6N2P2 overall.

The geometry in XYZ format:
```
12
Properties=species:S:1:pos:R:3:nbo_charge:R:1
P 1.99145 1.63229 0.23089 -0.3244
P 1.31135 -0.20638 -0.00609 1.0648
N 2.44097 -1.55417 -0.13869 -1.2253
N -0.06796 -0.98728 0.49258 -1.1482
C -2.28578 2.25387 -0.44671 -0.2042
C -2.93715 1.32095 0.03873 -0.2938
H -3.50584 0.52680 0.61585 0.2548
H -0.18637 -1.86732 -0.07637 0.4017
H 2.69317 -2.35477 0.45958 0.4138
H -1.86826 3.02047 -1.04311 0.2416
H 3.29838 -1.24585 -0.73200 0.4147
H -0.88394 -0.53863 0.60535 0.4044
```

- HOMO (eV) = -7.4842
- F_max (eV Å⁻¹) = 5.67
- Kohn-Sham gap (eV) = 7.4
- LUMO level (eV) = -0.09